Run 1
DFT (ωB97M-V with the def2-TZVPD basis set) results for 2 unconnected molecules or ions with the total composition C6H12N3O.

CARTESIAN COORDINATES (ANGSTROEM)
C (2.86887, -0.04937, -0.68253)
C (1.64372, 1.53497, -1.78331)
C (1.51309, 0.47727, -0.74774)
C (0.27223, -2.22785, 0.11460)
C (0.38368, 0.24816, -0.00198)
C (0.10738, -0.84189, 0.92621)
N (3.64796, 0.48772, -1.55803)
N (2.92299, 1.54325, -2.16297)
N (-2.54914, 1.21415, 1.22812)
O (-0.99564, -0.93031, 1.63256)
H (3.08641, -0.85083, -0.11912)
H (1.09420, 2.37441, -2.12241)
H (0.90983, -2.19635, -0.72864)
H (-0.78831, -2.55414, -0.18339)
H (0.65801, -3.01802, 0.74390)
H (-0.47468, 0.86004, -0.21914)
H (0.97586, -0.92292, 1.61252)
H (3.23577, 1.87276, -3.05950)
H (-2.82456, 1.64800, 2.08507)
H (-3.17893, 1.05341, 0.51793)
H (-1.81657, 1.77804, 0.91294)
H (-1.77285, -0.29703, 1.46393)

orbital gap (alpha / beta) = 7.59 / 7.59 eV
spin multiplicity = 1
LUMO level (alpha / beta) = -5.84 / -5.84 eV
HOMO (alpha / beta) = -13.4356 / -13.4362 eV
charge = +1

Run 2
DFT (ωB97M-V with the def2-TZVPD basis set) results for a gas-phase ion, C6H12N3O (charge +1).

CARTESIAN COORDINATES (ANGSTROEM)
C (1.02344, -2.07767, 0.80766)
C (-0.08330, -1.18460, -1.19517)
C (-0.20535, 1.17125, -2.15440)
C (1.02084, -1.11250, 1.89757)
C (0.36325, 0.35310, -1.05032)
C (-1.57524, 1.26451, 1.71770)
N (0.48722, -2.12445, -0.37361)
N (0.15754, -0.15205, 2.18726)
N (1.20450, 0.75572, -2.23959)
O (-1.01452, 0.03427, 1.55239)
H (1.58012, -3.08835, 0.93999)
H (-1.16571, -0.95819, -0.99440)
H (-0.12521, -1.33158, -2.23464)
H (-0.93840, 0.63221, -2.85173)
H (-0.62228, 2.15412, -2.05267)
H (1.81369, -1.09298, 2.64049)
H (-1.49959, 1.97722, 0.86411)
H (-1.25509, 1.77315, 2.53172)
H (-2.71508, 1.25035, 1.88301)
H (0.29857, 0.06659, 3.14709)
H (1.49935, 0.17177, -3.02332)
H (1.75124, 1.51812, -1.99915)

orbital gap (alpha / beta) = 5.82 / 5.82 eV
spin multiplicity = 1
LUMO level (alpha / beta) = -5.28 / -5.28 eV
HOMO (alpha / beta) = -11.0979 / -11.0996 eV
charge = +1

Run 3
DFT (ωB97M-V with the def2-TZVPD basis set) results for 2 unconnected molecules or ions with the total composition C6H12N3O.

CARTESIAN COORDINATES (ANGSTROEM)
C (0.55373, 1.95003, 0.77355)
C (0.77490, 0.93631, -0.05291)
C (-1.63774, -0.31604, -0.02040)
C (0.40584, -1.74239, -0.26294)
C (-0.41978, 0.19265, -2.11873)
C (-0.22721, -0.28924, -0.60761)
N (1.24470, -0.13959, 2.19597)
N (1.52480, 0.13892, 3.26067)
N (1.82458, 0.98098, 4.11443)
O (0.58120, 2.90704, 1.49125)
H (1.83131, 0.82778, -0.49127)
H (-2.12865, 0.70036, -0.06772)
H (-2.25337, -1.20633, -0.42767)
H (-1.62578, -0.72293, 1.04557)
H (-0.17087, -2.47920, -0.70524)
H (1.41891, -1.78311, -0.40137)
H (0.30604, -2.00008, 0.79514)
H (-1.03374, 1.11637, -2.32515)
H (0.60208, 0.32629, -2.49333)
H (-0.82683, -0.60695, -2.76071)
H (1.86620, 0.75487, 5.19901)
H (2.30260, 1.89478, 3.90836)

orbital gap (alpha / beta) = 6.82 / 6.82 eV
spin multiplicity = 1
LUMO level (alpha / beta) = -5.95 / -5.96 eV
HOMO (alpha / beta) = -12.7737 / -12.7729 eV
charge = +1

Relative to the most stable one, in eV, the structures come out at run 1 0.000; run 2 5.572; run 3 3.246.

Run 1
DFT (ωB97M-V with the def2-TZVPD basis set) results for 2 unconnected molecules or ions with the total composition C3H9N2P.

CARTESIAN COORDINATES (ANGSTROEM)
C (2.60676, -0.60683, 1.04936)
C (2.06536, 0.57285, 1.06690)
C (1.40301, 1.07253, -0.14001)
N (-1.43279, 0.70547, -0.99410)
N (-2.37256, -0.01199, -1.25061)
P (-3.79681, -0.57902, -0.01603)
H (2.62563, -1.24139, 0.19885)
H (2.81186, -0.97380, 2.00672)
H (2.06356, 1.16518, 1.95906)
H (1.56881, 0.42147, -1.07069)
H (1.65491, 2.16314, -0.45366)
H (0.30683, 1.00828, -0.07032)
H (-2.43507, -0.50723, -2.11556)
H (-2.87139, -1.45176, 0.61933)
H (-4.19810, -1.73689, -0.78925)

orbital gap = 8.53 eV
spin multiplicity = 1
LUMO level = 0.34 eV
HOMO = -8.1870 eV
charge = 0

Run 2
DFT (ωB97M-V with the def2-TZVPD basis set) results for 2 unconnected molecules or ions with the total composition C3H9N2P.

CARTESIAN COORDINATES (ANGSTROEM)
C (-0.71280, -0.60662, -0.53919)
C (-0.59233, -1.92005, -1.25702)
C (-1.61706, 1.57036, -0.05708)
N (-1.56744, 0.25909, -0.33463)
N (2.22061, 0.05218, 1.81151)
P (1.76206, 0.76648, 0.32674)
H (-0.97438, -2.80187, -0.74271)
H (-1.14717, -1.87626, -2.15530)
H (0.44247, -2.14017, -1.44684)
H (-2.16662, 2.15686, -0.76683)
H (-0.54964, 1.92114, 0.08138)
H (-2.25921, 1.77312, 0.92610)
H (1.59156, 0.48628, 2.54088)
H (3.07238, 0.55613, 2.00598)
H (2.49758, -0.19667, -0.39301)

orbital gap (alpha / beta) = 6.76 / 7.46 eV
spin multiplicity = 1
LUMO level (alpha / beta) = 0.21 / 0.52 eV
HOMO (alpha / beta) = -6.5573 / -6.9389 eV
charge = 0

Relative to the most stable one, in eV, the structures come out at run 1 0.472; run 2 0.000.

Run 1
DFT (ωB97M-V with the def2-TZVPD basis set) results for 3 unconnected molecules or ions with the total composition C8H13N.

CARTESIAN COORDINATES (ANGSTROEM)
C (-1.45983, -0.95131, 1.90224)
C (-0.63913, -1.08502, 0.57251)
C (0.97229, -1.09604, 0.88209)
C (1.87524, -0.49825, -0.22189)
C (1.61156, 0.39194, -1.25765)
C (0.21088, 0.98630, -0.88585)
C (-1.42095, 0.99195, -1.17425)
C (-0.89411, -0.34501, -0.79590)
H (-1.27571, -2.03822, 2.60224)
H (-2.52195, -0.64769, 1.62703)
H (-0.83670, -0.07922, 2.30915)
H (-0.99718, -2.17034, 0.40497)
H (1.04760, -0.75364, 2.06164)
H (1.20913, -2.10890, 1.10923)
H (2.94712, -0.96909, -0.13674)
H (2.00893, 0.73631, -2.27110)
H (1.41742, 2.12706, 0.39539)
H (-1.06166, 2.56563, 0.10242)
H (-1.90373, 1.58435, -0.30287)
H (-1.69522, 1.31959, -2.29686)
H (-0.55846, -0.94717, -1.69753)
N (0.09781, 1.57342, 0.28076)

orbital gap = 7.39 eV
spin multiplicity = 1
LUMO level = 0.58 eV
HOMO = -6.8096 eV
charge = 0

Run 2
DFT (ωB97M-V with the def2-TZVPD basis set) results for 3 unconnected molecules or ions with the total composition C8H13N.

CARTESIAN COORDINATES (ANGSTROEM)
C (-1.05344, 1.31802, 2.99991)
C (1.90130, 0.45200, -0.43281)
C (-0.89153, -0.67944, -2.91483)
C (0.11474, 1.28347, 2.05546)
C (0.54966, 0.05640, -0.13633)
C (-0.40167, -1.36213, -1.69369)
C (-0.59441, -0.19028, 0.20100)
C (-0.11260, -2.63302, -1.49693)
N (1.20487, 1.89008, 2.17760)
H (1.28846, 2.47387, 3.03015)
H (-1.58488, -0.41107, 0.52037)
H (-1.28241, 0.30836, 3.35259)
H (-0.86580, 1.96101, 3.87445)
H (-1.94477, 1.68547, 2.48324)
H (1.95713, 0.96368, -1.39516)
H (2.19307, 1.14533, 0.37246)
H (2.56896, -0.41028, -0.44151)
H (-1.85788, -0.19762, -2.73812)
H (-0.20272, 0.11041, -3.23018)
H (-1.00979, -1.37816, -3.75600)
H (0.24794, -3.00573, -0.54259)
H (-0.22423, -3.38038, -2.28909)

orbital gap (alpha / beta) = 6.75 / 7.74 eV
spin multiplicity = 1
LUMO level (alpha / beta) = 0.63 / 0.96 eV
HOMO (alpha / beta) = -6.1247 / -6.7824 eV
charge = 0

Run 3
DFT (ωB97M-V with the def2-TZVPD basis set) results for a single C8H13N molecule.

CARTESIAN COORDINATES (ANGSTROEM)
C (-0.23919, 0.54117, -1.89498)
C (-0.02020, -0.00672, -0.66972)
N (0.91665, -1.07764, -0.41574)
C (1.39041, -2.00586, -1.48075)
C (0.98642, -1.29506, 0.96920)
C (0.18834, -0.48285, 1.64031)
C (-0.50935, 0.50445, 0.63560)
C (-0.03661, 1.93553, 0.94240)
C (-2.06883, 0.43484, 0.76148)
H (0.51336, 0.20287, -2.68252)
H (-0.76318, 1.43150, -2.01767)
H (0.51382, -2.05592, -2.09584)
H (2.23674, -1.51460, -2.04906)
H (1.88878, -2.80555, -0.82773)
H (1.87413, -1.81698, 1.28443)
H (0.34748, -0.20161, 2.65355)
H (-0.26118, 2.68764, 0.14972)
H (1.02774, 1.92067, 0.93940)
H (-0.51407, 2.30947, 1.88939)
H (-2.35427, -0.48522, 1.23593)
H (-2.63585, 0.37842, -0.19615)
H (-2.48113, 1.40147, 1.22873)

orbital gap = 8.34 eV
spin multiplicity = 1
LUMO level = 0.96 eV
HOMO = -7.3801 eV
structure (SMILES) = C=C1N(C)C=CC1(C)C
charge = 0

Relative to the most stable one, in eV, the structures come out at run 1 9.541; run 2 5.783; run 3 0.000.

Run 1
DFT (ωB97M-V with the def2-TZVPD basis set) results for a molecular structure, C8H13N.

CARTESIAN COORDINATES (ANGSTROEM)
C (-0.18921, -0.85970, 1.66147)
C (-1.14826, -0.36869, 0.49785)
C (-0.31556, -0.36337, -0.88214)
C (-0.77089, 0.35923, -2.11598)
C (0.79342, 0.75174, -2.21699)
C (0.72363, 0.73599, -0.70494)
C (1.53998, 0.32363, 0.32649)
C (1.20901, -0.26032, 1.41001)
H (-1.06848, 0.64598, 2.63648)
H (-1.25475, -1.38445, 3.54612)
H (0.03789, -2.02696, 1.71187)
H (-1.59106, 0.61025, 0.62909)
H (-1.90152, -1.22347, 0.27422)
H (0.23991, -1.25628, -1.16904)
H (-1.22222, -0.00990, -3.04164)
H (-1.42813, 1.22168, -1.92392)
H (1.33971, -0.00726, -2.75418)
H (1.04245, 1.64457, -2.77035)
H (-0.05276, 1.68485, -0.41434)
H (2.62026, 0.75471, 0.15207)
H (1.97666, -0.62218, 2.11617)
N (-0.58007, -0.35006, 3.03169)

orbital gap = 9.59 eV
spin multiplicity = 1
LUMO level = 0.71 eV
HOMO = -8.8834 eV
charge = 0

Run 2
DFT (ωB97M-V with the def2-TZVPD basis set) results for a single C8H13N molecule.

CARTESIAN COORDINATES (ANGSTROEM)
C (0.35465, -0.76924, 2.11672)
C (-0.34132, -0.97794, 1.01253)
C (-0.62164, -2.48455, 0.66260)
C (-0.82071, 0.07135, 0.11607)
C (0.23745, 0.59032, -0.97931)
C (1.57214, 1.06844, -0.27524)
C (-0.36476, 1.59613, -1.92189)
C (0.47986, -0.66624, -1.78409)
N (0.80360, -1.49635, -2.51299)
H (0.68357, 0.20789, 2.46228)
H (0.57549, -1.55805, 2.86236)
H (-1.79100, -2.52056, 0.77738)
H (-0.25360, -3.15687, 1.40786)
H (-0.45760, -2.69926, -0.33894)
H (-1.12378, 1.02511, 0.65928)
H (-1.62977, -0.25205, -0.46079)
H (1.60345, 1.29382, 0.78528)
H (2.14568, 0.16500, -0.23646)
H (2.05087, 2.12557, -0.78140)
H (-1.36514, 1.35855, -2.26474)
H (0.20767, 1.63580, -2.79266)
H (-0.35915, 2.55230, -1.48237)

orbital gap = 10.23 eV
spin multiplicity = 1
LUMO level = 0.79 eV
HOMO = -9.4431 eV
structure (SMILES) = C=C(C)CC(C)(C)C#N
charge = 0

Relative to the most stable one, in eV, the structures come out at run 1 3.653; run 2 0.000.